The following is a quantum chemistry calculation of a structure of composition C28H22N4O5S3Sc, from the Open Molecules 2025 dataset.

Calculated values
Frontier orbital gap ... 7.16 eV
Energy relative to the best compared isomer or geometry (same formula, charge and spin) ... 0.0 kcal per mole
Multiplicity ... 1
Net charge ... -1
Energy ... -3630.95484 Eh

Last column: natural (NBO) charge in e.
Positions of all 63 atoms, in Å:
Sc (0.47, -0.10, 0.32)  1.594
S (2.86, -0.49, 1.75)  -0.204
S (-1.80, 3.00, -1.97)  -0.175
S (-1.58, -1.05, -1.68)  2.299
O (-0.38, -0.95, 1.94)  -0.776
O (-1.26, -1.64, -2.94)  -0.922
O (-1.19, -1.78, -0.48)  -0.910
O (1.36, -1.90, -0.27)  -0.598
O (1.77, 0.58, -1.05)  -0.766
N (-1.02, 0.46, -1.51)  -0.880
N (-1.33, 1.43, 1.34)  -0.457
N (2.64, -2.18, -0.28)  0.021
N (1.23, 2.21, 1.03)  -0.465
C (3.48, -1.60, 0.64)  0.038
C (2.30, 2.78, 0.65)  0.198
C (-2.69, -0.41, 2.07)  -0.175
C (4.84, -2.00, 0.56)  -0.237
C (3.24, 2.29, -0.35)  -0.236
C (5.37, 2.55, -1.48)  -0.307
C (-4.61, 1.34, -1.76)  -0.171
C (3.07, -3.06, -1.22)  0.040
C (2.89, 1.20, -1.18)  0.422
C (-4.41, -1.47, -1.56)  -0.203
C (0.38, 2.95, 1.95)  -0.227
C (-4.27, -2.14, 2.70)  -0.306
C (5.03, 1.48, -2.31)  -0.194
C (4.37, -3.44, -1.30)  -0.300
C (-3.19, -3.03, 2.82)  -0.183
C (-5.65, -0.85, -1.56)  -0.205
C (-3.30, -0.65, -1.64)  -0.241
C (4.46, 2.95, -0.52)  -0.140
C (-3.37, 0.73, -1.74)  -0.121
C (5.28, -2.89, -0.38)  -0.188
C (-1.90, -2.63, 2.58)  -0.280
C (3.82, 0.83, -2.18)  -0.253
C (-5.75, 0.54, -1.67)  -0.212
C (-1.60, -1.31, 2.18)  0.419
C (-2.00, 1.37, -1.75)  0.116
C (-4.00, -0.84, 2.34)  -0.171
C (-1.04, 2.85, 1.42)  -0.250
C (-2.42, 1.00, 1.81)  0.144
H (5.72, 1.16, -3.08)  0.198
H (-6.54, -1.45, -1.47)  0.210
H (-4.80, -0.11, 2.26)  0.196
H (6.33, -3.17, -0.42)  0.209
H (3.54, 0.01, -2.83)  0.210
H (-1.07, 3.30, 0.42)  0.232
H (4.68, -4.14, -2.06)  0.217
H (0.69, 4.00, 2.05)  0.174
H (-3.20, 1.71, 2.11)  0.151
H (6.32, 3.06, -1.59)  0.200
H (0.42, 2.48, 2.94)  0.200
H (-4.67, 2.42, -1.84)  0.239
H (-4.31, -2.54, -1.46)  0.231
H (-1.74, 3.38, 2.07)  0.171
H (5.51, -1.54, 1.27)  0.227
H (2.55, 3.77, 1.06)  0.145
H (2.28, -3.40, -1.87)  0.234
H (-1.07, -3.32, 2.65)  0.220
H (4.69, 3.79, 0.13)  0.193
H (-3.38, -4.06, 3.10)  0.198
H (-6.73, 1.00, -1.67)  0.208
H (-5.28, -2.46, 2.90)  0.200



The following is a quantum chemistry calculation of a structure of composition C28H23AuN6O2PS3, from the Open Molecules 2025 dataset.

Calculated values
Frontier orbital gap ... 5.34 eV
Energy relative to the best compared isomer or geometry (same formula, charge and spin) ... 24.7 kcal per mole
Multiplicity ... 1
Net charge ... +1
Energy ... -3231.23290 Eh

Last column: natural (NBO) charge in e.
Positions of all 64 atoms, in Å:
Au (-0.20, -0.69, 0.40)  1.170
S (-1.18, -2.45, 1.52)  -0.294
S (3.12, -0.95, -1.39)  2.336
S (-1.86, -1.06, -1.17)  -0.311
P (-2.81, -1.95, 0.40)  1.193
O (3.94, -2.05, -0.97)  -0.922
O (2.18, -1.12, -2.47)  -0.974
N (6.41, 3.79, -2.62)  -0.785
N (1.24, -0.49, 1.85)  -0.595
N (2.17, -0.46, -0.15)  -1.002
N (2.12, 6.08, -1.73)  -0.223
N (3.63, -0.62, 1.76)  -0.469
N (0.06, 1.36, -0.32)  -0.496
C (4.64, 2.28, -3.22)  -0.286
C (-4.25, -4.23, 0.86)  -0.202
C (0.60, 1.52, -1.54)  0.061
C (5.91, 1.91, -1.21)  -0.264
C (0.02, 2.38, 0.53)  0.054
C (0.52, 3.62, 0.20)  -0.198
C (-5.08, -5.28, 0.49)  -0.183
C (-3.39, 0.01, 2.28)  -0.212
C (1.66, 5.07, -1.43)  0.240
C (2.43, -0.82, 3.85)  -0.361
C (-4.16, -3.50, -1.45)  -0.194
C (2.43, -0.54, 1.14)  0.589
C (-5.21, -0.68, 0.84)  -0.195
C (1.09, 3.80, -1.05)  -0.088
C (-3.80, -3.34, -0.11)  -0.383
C (-6.03, 0.26, 1.44)  -0.195
C (-5.00, -4.54, -1.80)  -0.197
C (-5.54, 1.08, 2.45)  -0.166
C (-5.45, -5.43, -0.84)  -0.163
C (3.60, -0.77, 3.07)  0.157
C (4.13, 0.41, -1.79)  -0.366
C (1.12, 2.73, -1.94)  -0.139
C (-3.88, -0.80, 1.26)  -0.365
C (5.66, 2.68, -2.35)  0.204
C (-4.22, 0.95, 2.87)  -0.193
C (5.16, 0.79, -0.93)  -0.171
C (1.25, -0.67, 3.18)  0.097
C (3.88, 1.16, -2.94)  -0.187
H (-6.18, 1.81, 2.92)  0.233
H (5.37, 0.19, -0.05)  0.250
H (-0.43, 2.19, 1.50)  0.218
H (0.66, 0.65, -2.17)  0.260
H (-3.79, -2.82, -2.21)  0.232
H (-2.37, -0.10, 2.62)  0.219
H (0.48, 4.44, 0.91)  0.252
H (-5.43, -5.97, 1.24)  0.233
H (6.72, 2.20, -0.54)  0.216
H (0.29, -0.67, 3.69)  0.219
H (-5.29, -4.68, -2.84)  0.235
H (2.46, -0.94, 4.92)  0.247
H (-7.06, 0.36, 1.12)  0.234
H (3.10, 0.84, -3.61)  0.237
H (-5.61, -1.32, 0.07)  0.232
H (-3.96, -4.11, 1.90)  0.226
H (4.46, 2.84, -4.12)  0.215
H (1.56, 2.84, -2.92)  0.250
H (6.29, 4.30, -3.47)  0.397
H (-3.84, 1.57, 3.67)  0.227
H (-6.10, -6.25, -1.12)  0.234
H (4.57, -0.85, 3.55)  0.213
H (7.19, 4.03, -2.04)  0.397



The following is a quantum chemistry calculation of a structure of composition C28H23BrIN4O6RbS2Te, from the Open Molecules 2025 dataset.

Calculated values
Frontier orbital gap ... 4.80 eV
Energy relative to the best compared isomer or geometry (same formula, charge and spin) ... 55.5 kcal per mole
Multiplicity ... 1
Net charge ... -2
Energy ... -5711.59700 Eh

Last column: natural (NBO) charge in e.
Positions of all 67 atoms, in Å:
I (-0.73, -3.25, 0.91)  0.267
Te (-0.42, 3.13, 1.04)  -0.442
Rb (2.09, -0.82, -0.05)  0.929
Br (-2.41, -6.39, 1.47)  0.031
S (0.33, -0.60, -2.67)  2.328
S (0.78, 6.10, 2.05)  0.406
O (-0.06, -1.80, -3.40)  -0.995
O (3.49, -2.49, 1.51)  -0.787
O (4.22, -0.37, 1.80)  -0.720
O (1.76, -0.40, -2.50)  -1.018
O (3.49, -0.09, 6.55)  -0.710
O (4.61, -1.62, 5.38)  -0.559
N (1.22, -0.81, 2.69)  -0.494
N (1.27, -0.39, 4.84)  -0.532
N (-2.06, -0.51, 0.21)  -0.495
N (-0.34, -0.43, -1.27)  -0.987
C (-0.91, 1.72, -5.74)  -0.226
C (0.13, 5.15, 0.77)  -0.441
C (1.55, -5.13, 1.07)  -0.146
C (0.52, 7.28, -0.17)  -0.266
C (-1.01, 2.98, -5.15)  -0.048
C (0.95, 7.52, 1.11)  -0.493
C (2.24, -6.33, 1.18)  -0.229
C (-0.92, 0.00, 3.64)  -0.671
C (-0.29, 2.02, -3.05)  -0.191
C (2.48, -1.10, 3.16)  0.111
C (-4.02, -0.47, -1.74)  -0.150
C (2.54, -0.85, 4.50)  -0.120
C (0.17, -7.50, 1.44)  -0.250
C (3.64, -0.92, 5.46)  0.765
C (1.55, -7.51, 1.36)  -0.221
C (3.55, -1.38, 2.10)  0.727
C (-0.51, 0.61, -5.00)  -0.202
C (-0.70, 3.11, -3.80)  -0.157
C (0.51, -0.40, 3.72)  0.410
C (-2.69, -0.50, -2.10)  -0.312
C (-1.70, -0.48, -1.08)  0.406
C (0.05, 5.94, -0.35)  -0.355
C (-0.20, 0.77, -3.66)  -0.340
C (-0.52, -6.30, 1.33)  -0.104
C (0.16, -5.11, 1.13)  -0.261
C (-1.45, 4.18, -5.95)  -0.623
C (-3.35, -0.48, 0.52)  0.058
C (-4.38, -0.44, -0.40)  -0.335
H (-3.58, -0.50, 1.59)  0.177
H (-0.79, 4.07, -3.31)  0.204
H (0.54, 8.03, -0.95)  0.195
H (-1.05, 1.03, 3.99)  0.240
H (-1.55, -0.67, 4.23)  0.205
H (-0.33, 5.56, -1.29)  0.207
H (-2.26, 4.72, -5.45)  0.214
H (-2.40, -0.55, -3.14)  0.224
H (-4.77, -0.48, -2.52)  0.194
H (-1.79, 3.89, -6.95)  0.200
H (2.09, -8.45, 1.45)  0.203
H (-5.42, -0.41, -0.08)  0.200
H (3.33, -6.32, 1.14)  0.219
H (2.10, -4.20, 0.97)  0.264
H (1.35, 8.43, 1.52)  0.210
H (-1.16, 1.61, -6.79)  0.191
H (-0.38, -8.42, 1.60)  0.214
H (-0.45, -0.37, -5.45)  0.233
H (0.91, -0.23, 5.77)  0.405
H (-1.22, -0.04, 2.60)  0.279
H (-0.63, 4.89, -6.08)  0.211
H (-0.08, 2.13, -1.99)  0.275
H (2.91, 0.64, 6.30)  0.477



- Which formula does entry 2 have?
  C28H23AuN6O2PS3



- What is the formula in the third record?
  C28H23BrIN4O6RbS2Te